The following is a quantum chemistry calculation of a 2-piece molecular cluster, C10H12N2O overall, from the Open Molecules 2025 dataset.

Geometry as ORCA input:
```
! wB97M-V def2-TZVPD RIJCOSX def2/J DEFGRID3
* xyz 0 1
C 1.239 -1.857 -0.890
C -2.814 1.465 -0.870
C -1.480 1.522 -0.589
C -3.353 0.305 -0.413
C -1.268 0.294 0.083
C 2.165 -0.819 1.361
C 2.100 0.346 0.412
C 1.659 -0.936 -0.040
C -2.613 -1.748 0.643
C 3.300 0.993 -0.245
N 0.845 -2.610 -1.681
N -2.355 -0.432 0.072
O 2.997 2.147 -0.932
H -3.426 2.165 -1.405
H -0.850 2.266 -0.955
H -4.329 0.001 -0.610
H 3.070 -1.243 1.730
H 1.452 -0.907 2.098
H 1.260 1.077 0.573
H -3.052 -2.585 0.004
H -1.577 -2.110 1.065
H -3.397 -1.793 1.556
H 3.718 0.278 -1.064
H 4.087 1.332 0.490
H 2.625 2.849 -0.392
*
```

Summary:
- HOMO level (spin up / spin down): -8.45 / -8.13 eV

The computed Löwdin charges, all in e, follow: -0.2209 -0.1387 -0.0843 -0.1338 0.0315 -0.0187 -0.2292 -0.1521 -0.0463 -0.2487 0.1651 -0.1920 -0.0626 0.1015 0.0715 0.1066 0.1076 0.0782 0.1450 0.0971 0.1084 0.1223 0.1640 0.1350 0.0934

=====

The following is a quantum chemistry calculation of C41H63As2CaN6O3PSSeSi3Te as an isolated structure, from the Open Molecules 2025 dataset.

Geometry as ORCA input:
```
! wB97M-V def2-TZVPD RIJCOSX def2/J DEFGRID3
* xyz -2 1
Ca -0.393 -0.724 0.460
C 4.638 1.536 1.113
As 2.829 1.887 0.418
C 3.240 1.145 -1.355
C 3.138 3.813 0.060
C 3.972 4.269 -0.953
C 4.159 5.625 -1.177
C 3.514 6.545 -0.367
C 2.683 6.102 0.654
C 2.475 4.742 0.880
As 1.118 4.078 2.168
C 0.716 5.770 3.091
C 2.341 3.389 3.542
H 5.379 1.969 0.438
H 4.756 0.457 1.182
H 4.751 1.965 2.109
H 4.265 1.369 -1.656
H 2.542 1.510 -2.103
H 3.121 0.066 -1.246
H 4.480 3.555 -1.591
H 4.806 5.960 -1.980
H 3.654 7.608 -0.528
H 2.184 6.836 1.275
H 1.607 6.256 3.495
H 0.044 5.497 3.906
H 0.191 6.454 2.424
H 3.137 4.104 3.756
H 2.755 2.435 3.220
H 1.727 3.207 4.426
S 0.155 2.004 -8.012
N -0.089 0.626 -7.187
C -0.059 0.938 -5.900
C -0.228 0.011 -4.807
C -0.460 -1.352 -5.007
C -0.629 -2.154 -3.903
C -0.548 -1.574 -2.632
N -0.300 -0.292 -2.425
C -0.161 0.504 -3.492
C 0.062 1.938 -3.245
N 0.091 2.342 -1.971
C 0.276 3.621 -1.714
C 0.472 4.586 -2.706
C 0.443 4.188 -4.023
C 0.224 2.840 -4.313
C 0.165 2.327 -5.660
N 0.298 3.040 -6.768
H -0.513 -1.740 -6.016
H -0.829 -3.213 -3.990
H -0.738 -2.187 -1.753
H 0.273 3.898 -0.666
H 0.641 5.617 -2.427
H 0.580 4.890 -4.835
C -1.911 2.471 0.472
Si -3.303 1.231 0.220
C -4.522 1.582 1.633
C -4.149 1.714 -1.421
N -2.650 -0.343 0.200
C -3.417 -1.477 0.255
C -4.820 -1.473 0.183
C -5.602 -2.613 0.328
C -4.989 -3.831 0.548
C -3.598 -3.884 0.572
C -2.777 -2.768 0.383
N -1.391 -2.865 0.303
Si -0.676 -4.367 -0.058
C 1.057 -4.104 -0.781
C -0.499 -5.579 1.407
C -1.589 -5.325 -1.442
H -1.754 2.633 1.539
H -2.174 3.438 0.032
H -0.961 2.170 0.024
H -5.197 2.410 1.398
H -3.952 1.851 2.526
H -5.130 0.711 1.880
H -4.585 2.714 -1.351
H -4.939 1.015 -1.702
H -3.412 1.722 -2.228
H -5.322 -0.526 0.025
H -6.684 -2.532 0.282
H -5.569 -4.736 0.696
H -3.129 -4.845 0.750
H 1.705 -4.943 -0.514
H 1.548 -3.193 -0.440
H 1.014 -4.069 -1.873
H -1.244 -5.363 2.175
H 0.482 -5.496 1.878
H -0.631 -6.617 1.087
H -2.140 -4.630 -2.079
H -2.314 -6.046 -1.063
H -0.868 -5.868 -2.061
C 5.141 -1.188 4.022
C 3.645 -0.916 4.034
O 3.181 -0.625 2.736
P 2.219 -1.786 2.005
O 1.779 -1.038 0.741
Te -0.159 0.611 3.274
O 3.468 -2.775 1.422
C 3.584 -4.065 1.980
C 4.499 -4.894 1.098
H 5.491 -1.473 5.017
H 5.687 -0.299 3.705
H 5.367 -1.991 3.320
H 3.410 -0.057 4.674
H 3.105 -1.776 4.455
H 2.598 -4.537 2.063
H 4.000 -4.013 2.998
H 4.060 -5.021 0.110
H 4.673 -5.880 1.538
H 5.460 -4.391 0.980
C -0.633 -2.923 4.313
Si -1.133 -1.156 4.754
C -3.011 -1.089 4.630
C -0.564 -0.798 6.522
Se -1.501 2.415 4.450
H -1.320 -3.597 4.829
H 0.388 -3.155 4.618
H -0.705 -3.111 3.240
H -3.445 -1.842 5.294
H -3.334 -1.302 3.608
H -3.381 -0.101 4.903
H -1.103 -1.438 7.226
H -0.761 0.246 6.767
H 0.505 -0.988 6.631
*
```

Summary:
- HOMO level: -1.04 eV

Atom charges from the Löwdin analysis, given in e for atoms 1 to 99: 1.0356 -0.3004 1.1692 -0.3067 -0.4341 -0.1281 -0.1161 -0.1183 -0.1290 -0.4377 1.0920 -0.3457 -0.3527 0.0153 0.0123 0.0143 0.0095 -0.0032 0.0123 0.0837 0.0900 0.0895 0.0736 0.0171 -0.0022 0.0104 0.0237 -0.0362 -0.0065 0.9476 -0.2298 -0.3017 -0.0956 -0.0017 -0.0222 -0.1010 0.1353 -0.1372 -0.1490 0.1333 -0.1255 -0.0261 -0.0036 -0.0955 -0.3042 -0.2301 0.1117 0.1043 0.0614 0.0704 0.1058 0.1108 -0.2295 0.3410 -0.1693 -0.1861 -0.2235 -0.3576 -0.0941 -0.1568 -0.1576 -0.1034 -0.3496 -0.2254 0.3558 -0.1731 -0.1798 -0.1893 -0.0724 0.0314 -0.0256 0.0153 -0.0190 0.0103 0.0104 0.0063 0.0033 0.0651 0.0764 0.0739 0.0667 0.0160 -0.0051 0.0128 0.0122 -0.0025 0.0144 0.0190 0.0108 0.0113 -0.0842 -0.3526 -0.4038 0.6660 -0.6833 0.4408 -0.3305 -0.3717 -0.0892

=====

The following is a quantum chemistry calculation of a 17-piece molecular cluster, H34O17 overall, from the Open Molecules 2025 dataset.

Geometry as ORCA input:
```
! wB97M-V def2-TZVPD RIJCOSX def2/J DEFGRID3
* xyz 0 1
O -25.030 2.899 0.885
H -24.342 3.401 0.486
H -25.469 2.404 0.123
O -22.835 6.725 -4.354
H -22.526 7.404 -3.741
H -23.787 6.658 -4.167
O -24.058 5.681 0.724
H -23.443 6.328 0.977
H -24.301 5.851 -0.171
O -22.992 4.241 -3.450
H -22.621 5.080 -3.690
H -22.222 3.712 -3.215
O -24.823 4.814 -1.817
H -25.496 4.259 -2.193
H -24.031 4.649 -2.317
O -25.707 1.506 -1.154
H -26.241 0.757 -0.838
H -25.469 1.397 -2.084
O -22.601 3.564 -0.131
H -22.385 3.653 0.762
H -22.740 4.456 -0.436
O -25.900 4.388 -4.656
H -25.292 4.603 -5.375
H -26.570 3.835 -5.015
O -28.720 5.929 -1.973
H -28.327 5.053 -2.205
H -28.101 6.610 -1.854
O -24.757 1.920 -3.868
H -24.032 1.943 -3.210
H -24.873 2.865 -3.980
O -22.907 1.599 -1.963
H -21.998 1.529 -1.605
H -23.171 2.249 -1.305
O -25.440 6.911 -3.882
H -25.167 6.737 -3.002
H -25.806 6.025 -4.107
O -28.082 3.292 -2.334
H -27.286 2.843 -2.000
H -28.284 2.959 -3.220
O -26.571 7.105 -0.486
H -25.733 7.211 -0.913
H -26.879 7.975 -0.346
O -24.273 7.413 -1.501
H -23.551 7.788 -0.975
H -24.745 8.212 -1.786
O -27.296 4.426 0.338
H -27.044 5.307 0.041
H -26.445 4.196 0.640
O -21.808 6.203 -1.232
H -22.206 6.935 -1.801
H -21.233 5.725 -1.848
*
```

Summary:
- HOMO level: -9.31 eV

The computed Löwdin charges, all in e, follow: -0.0900 -0.0549 0.0072 -0.0493 0.0430 -0.0097 -0.0013 0.0273 -0.0327 -0.0284 -0.0019 0.0775 -0.0232 0.0304 -0.0341 -0.0406 0.1024 0.0287 -0.0303 0.0494 -0.0015 -0.0171 0.0954 0.0662 -0.0688 -0.0057 -0.0417 -0.0672 -0.0156 -0.0250 -0.0596 0.0836 0.0040 -0.0371 -0.0338 0.0287 -0.0435 0.0223 0.0614 -0.0102 -0.0471 0.0507 -0.0714 0.0931 0.1100 -0.0398 -0.0147 -0.0434 -0.0532 0.0486 0.0627

=====

The following is a quantum chemistry calculation of C34H36BrHgN7O2 as an isolated structure, from the Open Molecules 2025 dataset.

Geometry as ORCA input:
```
! wB97M-V def2-TZVPD RIJCOSX def2/J DEFGRID3
* xyz 1 2
Hg -0.880 1.062 -0.285
Br -5.402 -3.877 3.455
C -4.609 -2.530 2.387
C -5.206 -2.147 1.189
C -4.617 -1.177 0.412
C -3.406 -0.541 0.768
O -2.941 0.365 -0.048
C -2.827 -0.922 2.019
C -1.589 -0.426 2.592
N -0.709 0.291 2.006
C 0.508 0.670 2.585
C 0.924 0.276 3.865
C 2.176 0.624 4.338
C 3.047 1.360 3.550
C 2.673 1.780 2.262
C 3.552 2.495 1.405
C 3.109 2.884 0.134
C 1.840 2.559 -0.269
N 0.978 1.855 0.524
C 1.368 1.447 1.776
C -3.456 -1.908 2.800
H -6.127 -2.620 0.875
H -5.076 -0.869 -0.520
H -1.429 -0.751 3.624
H 0.269 -0.295 4.508
H 2.465 0.327 5.339
H 4.022 1.647 3.928
H 4.529 2.781 1.772
H 3.741 3.461 -0.528
H 1.457 2.869 -1.233
H -3.015 -2.188 3.749
O -1.450 3.658 -0.544
C -2.731 4.215 -0.866
C -3.047 3.878 -2.304
C -3.246 2.366 -2.567
C -2.125 1.742 -3.352
C -2.159 1.743 -4.747
C -1.113 1.196 -5.463
C -0.042 0.645 -4.774
C -0.076 0.668 -3.396
N -1.087 1.202 -2.700
H -1.174 3.972 0.324
H -2.703 5.300 -0.739
H -3.494 3.803 -0.199
H -2.252 4.277 -2.938
H -3.959 4.416 -2.569
H -4.167 2.225 -3.134
H -3.367 1.820 -1.631
H -3.014 2.171 -5.253
H -1.134 1.192 -6.545
H 0.797 0.203 -5.292
H 0.717 0.223 -2.806
N -3.403 -6.123 0.150
C -2.822 -5.169 -0.118
C -2.089 -3.979 -0.459
C -0.997 -3.581 0.301
C -0.352 -2.407 -0.053
N -0.735 -1.639 -1.068
C -1.772 -2.038 -1.799
C -2.478 -3.199 -1.542
H -0.670 -4.163 1.151
H 0.505 -2.053 0.511
H -2.060 -1.393 -2.621
H -3.321 -3.481 -2.156
N 5.593 -1.675 1.008
C 5.483 -0.965 -0.311
C 4.057 -1.111 -0.843
N 3.046 -0.679 0.099
C 3.185 -1.365 1.374
C 4.561 -1.192 1.996
H 6.532 -1.562 1.390
H 5.454 -2.676 0.858
H 6.228 -1.389 -0.982
H 5.715 0.082 -0.116
H 3.870 -2.154 -1.123
H 3.994 -0.516 -1.754
H 3.048 0.329 0.214
H 2.978 -2.433 1.224
H 2.454 -0.987 2.089
H 4.689 -1.762 2.915
H 4.765 -0.138 2.184
*
```

Summary:
- HOMO level (spin up / spin down): -7.53 / -9.32 eV

The computed Löwdin charges, all in e, follow: 1.2213 0.7315 -0.7077 -0.1174 -0.0201 -0.3689 -0.2286 -0.1366 -0.0851 0.0256 -0.2349 -0.0463 -0.1002 -0.0805 -0.2073 -0.0764 -0.1142 -0.1880 -0.0734 -0.2030 -0.1007 0.1067 0.1183 0.1130 0.0973 0.1053 0.1108 0.1007 0.1003 0.0962 0.1051 -0.1335 -0.2410 -0.1553 -0.1239 -0.2662 -0.0058 -0.0433 -0.0536 -0.1500 0.0427 0.0909 0.1225 0.1265 0.1219 0.1187 0.1190 0.0798 0.1227 0.1155 0.1078 0.0974 0.1888 -0.1624 -0.2105 0.0023 -0.1369 0.0437 -0.1287 0.0058 0.1246 0.0894 0.1082 0.1280 0.0558 -0.0955 -0.1877 -0.0198 -0.1923 -0.0908 0.1817 0.1808 0.1341 0.1360 0.1270 0.1298 0.0700 0.1274 0.0992 0.1403 0.1157

=====

The following is a quantum chemistry calculation of a 2-piece molecular cluster, C3H6NO3S2 overall, from the Open Molecules 2025 dataset.

Geometry as ORCA input:
```
! wB97M-V def2-TZVPD RIJCOSX def2/J DEFGRID3
* xyz -1 1
C -0.690 0.371 0.077
C 1.288 0.109 -1.455
C 0.422 -1.745 2.217
N 0.389 -0.002 -0.320
O -2.814 2.066 -0.187
O -1.794 0.936 -2.100
O -0.539 2.699 -1.068
S -1.112 -0.748 2.265
S -1.571 1.671 -0.911
H 1.469 1.154 -1.472
H 0.871 -0.012 -2.416
H 2.136 -0.515 -1.021
H 1.028 -1.387 2.957
H 0.654 -1.705 1.093
H 0.262 -2.891 2.341
*
```

Summary:
- HOMO level: -4.66 eV

The computed Löwdin charges, all in e, follow: -0.2729 -0.0784 -0.5662 -0.0910 -0.3878 -0.3351 -0.3590 0.4689 0.3930 0.0584 0.0672 0.1016 -0.0516 0.0122 0.0406

=====

Computed E, in the same sequence as the records: -572.7137 -11581.4385 -1299.4321 -4578.1696 -1194.7168 hartree.